Here is a cluster of 18 separate species, C3H40O18 in total in a non-equilibrium geometry from OMol25. Energies are from ωB97M-V/def2-TZVPD.

Calculated values
Energy = -40612.2609 eV
Frontier orbital gap = 0.3518 Eh
HOMO level = -9.767 eV
Energy relative to the best compared isomer or geometry (same formula, charge and spin) = 7.040 eV

Each line ends with the natural charge from an NBO analysis.
Atoms and positions in Å:
C1 0.1427 1.0308 -1.1608  -0.124
O1 0.6939 1.9094 -2.2085  -0.790
C2 1.2268 0.5765 -0.2429  -0.197
C3 1.7982 -0.6028 -0.3416  -0.373
H1 0.0919 0.1865 -1.8919  0.203
H2 -0.7562 1.5210 -0.7090  0.187
H3 1.3382 2.6022 -1.7514  0.500
H4 1.5954 1.4285 0.4820  0.191
H5 2.4703 -1.0905 0.3044  0.209
H6 1.5529 -1.1821 -1.1548  0.172
H7 -0.0010 3.4770 2.7756  0.487
H8 1.2006 2.6944 3.0821  0.489
O2 0.8700 3.4043 2.6598  -0.968
H9 -2.0194 -2.8475 -0.0405  0.507
H10 -0.8042 -2.0886 -0.2936  0.486
O3 -1.3416 -2.2663 0.4677  -1.002
H11 1.2466 0.7103 -3.3623  0.484
H12 2.3733 0.9765 -4.2679  0.481
O4 1.6658 0.3630 -4.0547  -0.966
H13 1.0871 -3.5479 2.5364  0.512
H14 2.5747 -2.9875 2.7254  0.481
O5 1.7361 -3.0686 3.1016  -0.986
H15 3.7067 2.2370 0.1721  0.494
H16 2.9405 1.7248 1.5958  0.468
O6 3.8951 1.7901 1.1343  -0.962
H17 0.1611 -2.9542 0.3828  0.482
H18 0.7544 -4.2429 -0.1489  0.457
O7 0.9327 -3.5759 0.3727  -0.975
H19 -2.3592 0.3019 -3.1340  0.497
H20 -1.4830 -0.1519 -4.2849  0.471
O8 -1.5683 -0.2069 -3.3956  -0.957
H21 -3.5802 -3.0710 -1.4343  0.463
H22 -2.1485 -3.2109 -1.7801  0.492
O9 -2.8728 -3.6716 -1.2483  -0.942
H23 1.9848 4.5582 0.1985  0.471
H24 1.6634 3.5613 1.1471  0.505
O10 1.8756 3.6189 0.1999  -1.007
H25 -2.6047 0.5883 0.3700  0.486
H26 -1.8530 -0.6360 0.8365  0.492
O11 -2.0082 0.2148 1.0608  -1.007
H27 0.8363 -1.4130 3.6118  0.492
H28 -0.4016 -0.8584 3.0288  0.491
O12 0.2577 -0.7546 3.7384  -0.959
H29 -1.6617 2.3450 3.8583  0.483
H30 -1.7219 1.8157 2.4288  0.503
O13 -1.6721 2.6455 2.9364  -0.980
H31 1.5510 -1.4114 -3.6921  0.495
H32 2.6223 -2.3412 -3.0000  0.491
O14 1.7691 -2.2505 -3.4925  -0.970
H33 -1.1652 -2.0134 -2.7121  0.501
H34 0.2122 -2.6026 -2.4228  0.534
O15 -0.7147 -2.4117 -2.0241  -1.010
H35 -4.3654 -0.4347 -1.4214  0.459
H36 -3.9117 0.8660 -1.3984  0.492
O16 -3.5884 -0.0328 -1.3553  -0.942
H37 1.2210 0.6492 4.1139  0.508
H38 2.6495 1.0950 4.1214  0.469
O17 1.8122 1.4634 4.1716  -0.986
H39 -3.7531 2.2625 0.8415  0.485
H40 -2.6113 2.7677 0.0495  0.483
O18 -3.5424 2.5415 -0.0812  -0.955

Cartesian forces (eV/Å) of the 2 atoms listed first:
1.534 -0.435 -2.470
1.863 3.083 2.272